(1)
Below is a single C5H6O molecule, with properties calculated with ωB97M-V with the def2-TZVPD basis set.

```
12
Properties=species:S:1:pos:R:3:forces:R:3
C 2.371 -0.747 0.304 0.736 0.394 -0.146
C 1.550 -0.041 -0.232 0.104 -0.907 0.631
C 0.100 -0.149 -0.005 -0.346 -0.398 0.226
C -1.008 -0.205 -1.034 -0.029 -0.117 -0.366
O -1.818 0.673 -0.230 -0.300 0.129 -0.069
C -0.725 0.936 0.669 0.068 0.148 0.231
H 2.841 -1.441 0.950 0.860 0.012 -0.171
H 0.066 -1.076 0.574 -0.619 0.338 0.034
H -0.780 0.191 -2.029 -0.087 0.134 0.112
H -1.430 -1.213 -1.122 -0.161 0.281 -0.163
H -0.959 0.715 1.717 -0.151 0.164 -0.175
H -0.342 1.962 0.592 -0.075 -0.178 -0.143
```
Forces are in eV/Å.

Its multiplicity is 1. The HOMO energy is -9.7 eV. As for the SMILES: C#CC1COC1. The energy above the lowest of the compared OMol25 structures with the same formula, charge and spin comes out at 4.272 eV. The calculation puts the strongest force on any atom at 1.1 eV Å⁻¹.

Results of the Mulliken charge analysis, in e, for atoms 1 through 5: atom 1 (C): -0.250, atom 2 (C): -0.687, atom 3 (C): 0.538, atom 4 (C): -0.385, atom 5 (O): -0.398


(2)
Below is a single C5H6O molecule, with properties calculated with ωB97M-V with the def2-TZVPD basis set.

```
12
Properties=species:S:1:pos:R:3:forces:R:3
C -0.046 2.015 0.037 -0.408 0.119 0.038
O 0.986 1.063 0.007 -0.669 -3.925 0.145
C 0.445 -0.322 0.020 0.727 2.832 -0.331
C -0.443 -1.275 0.706 0.314 0.358 -0.340
C 0.780 -1.750 -0.002 -0.093 0.801 -0.018
C -0.381 -1.249 -0.785 0.380 0.317 0.527
H 0.448 2.985 0.057 -0.059 0.017 -0.004
H -0.669 1.903 0.931 0.017 0.039 -0.036
H -0.681 1.947 -0.852 -0.002 0.018 0.006
H -1.071 -1.466 1.535 -0.252 -0.131 0.336
H 1.567 -2.456 0.018 0.289 -0.353 0.026
H -0.935 -1.393 -1.673 -0.242 -0.092 -0.347
```
Forces are in eV/Å.

Its multiplicity is 1. The HOMO energy is -8.6 eV. As for the SMILES: CO[C@]12[C@@H]3[C@H]1[C@@H]32. The energy above the lowest of the compared OMol25 structures with the same formula, charge and spin comes out at 5.752 eV. The calculation puts the strongest force on any atom at 4.0 eV Å⁻¹.

Results of the Mulliken charge analysis, in e, for atoms 1 through 5: atom 1 (C): -0.650, atom 2 (O): -0.352, atom 3 (C): 0.296, atom 4 (C): -0.496, atom 5 (C): -0.487


(3)
Below is a single C5H6O molecule, with properties calculated with ωB97M-V with the def2-TZVPD basis set.

```
12
Properties=species:S:1:pos:R:3:forces:R:3
C -0.602 1.264 2.008 -0.016 0.054 0.082
C -0.571 0.359 0.862 0.001 -0.324 -0.403
C -0.515 -0.389 -0.082 0.030 0.380 0.439
C -0.154 -1.165 -1.271 0.023 -0.096 0.016
C 1.194 -0.594 -1.689 0.312 -0.173 -0.037
O 2.230 -1.207 -1.655 -0.448 0.221 -0.096
H -1.125 0.813 2.856 0.049 0.054 -0.117
H -1.102 2.204 1.753 0.047 -0.141 0.041
H 0.420 1.498 2.325 -0.162 -0.033 -0.031
H -0.889 -1.030 -2.075 0.119 0.020 0.121
H -0.045 -2.233 -1.061 -0.029 0.159 0.007
H 1.158 0.479 -1.971 0.074 -0.121 -0.022
```
Forces are in eV/Å.

Its multiplicity is 1. The HOMO energy is -9.6 eV. As for the SMILES: CC#CCC=O. The energy above the lowest of the compared OMol25 structures with the same formula, charge and spin comes out at 1.700 eV. The calculation puts the strongest force on any atom at 0.6 eV Å⁻¹.

Results of the Mulliken charge analysis, in e, for atoms 1 through 5: atom 1 (C): -1.164, atom 2 (C): 0.687, atom 3 (C): -0.362, atom 4 (C): -0.444, atom 5 (C): -0.008


(4)
Below is a single C5H6O molecule, with properties calculated with ωB97M-V with the def2-TZVPD basis set.

```
12
Properties=species:S:1:pos:R:3:forces:R:3
C 1.381 0.305 0.653 0.143 -0.142 0.147
C 0.077 -0.292 0.264 0.156 -0.719 1.170
O -1.203 1.258 -1.250 -1.600 0.154 -0.717
C -0.426 -1.002 -1.012 0.120 -0.046 -0.087
C -1.276 0.191 -0.650 0.109 0.481 -0.583
C -1.140 0.035 0.794 0.543 0.652 -0.402
H 2.062 0.495 -0.180 -0.215 -0.217 0.043
H 1.834 -0.415 1.335 0.377 0.113 0.066
H 1.203 1.246 1.182 0.133 -0.246 -0.045
H -0.729 -2.018 -0.765 -0.239 0.240 -0.227
H 0.031 -0.896 -1.997 0.436 0.037 0.425
H -1.347 0.813 1.519 0.037 -0.308 0.211
```
Forces are in eV/Å.

Its multiplicity is 1. The HOMO energy is -9.1 eV. The energy above the lowest of the compared OMol25 structures with the same formula, charge and spin comes out at 2.981 eV. The calculation puts the strongest force on any atom at 1.8 eV Å⁻¹.

Results of the Mulliken charge analysis, in e, for atoms 1 through 5: atom 1 (C): -1.239, atom 2 (C): 0.487, atom 3 (O): -0.626, atom 4 (C): -0.505, atom 5 (C): 0.496


(5)
Below is a single C5H6O molecule, with properties calculated with ωB97M-V with the def2-TZVPD basis set.

```
12
Properties=species:S:1:pos:R:3:forces:R:3
C 2.278 0.248 -0.310 -0.260 -0.386 0.133
C 1.423 -0.548 -0.018 0.375 0.436 -0.160
C 0.134 -1.156 0.334 -0.019 0.004 0.002
C -0.742 0.057 0.607 0.144 0.049 0.104
C -1.162 0.861 -0.530 0.088 0.199 -0.181
O -2.090 0.049 0.189 -0.249 -0.152 0.041
H 3.001 0.988 -0.568 0.074 -0.231 0.022
H 0.201 -1.826 1.198 0.037 0.153 -0.124
H -0.287 -1.729 -0.500 0.116 0.110 0.085
H -0.544 0.555 1.558 -0.110 -0.066 -0.138
H -0.914 0.508 -1.532 -0.076 0.049 0.178
H -1.273 1.939 -0.428 -0.119 -0.166 0.038
```
Forces are in eV/Å.

Its multiplicity is 1. The HOMO energy is -10.0 eV. As for the SMILES: C#CC[C@H]1CO1. The energy above the lowest of the compared OMol25 structures with the same formula, charge and spin comes out at 2.927 eV. The calculation puts the strongest force on any atom at 0.6 eV Å⁻¹.

Results of the Mulliken charge analysis, in e, for atoms 1 through 5: atom 1 (C): -0.041, atom 2 (C): -0.337, atom 3 (C): -0.620, atom 4 (C): 0.037, atom 5 (C): -0.389


(6)
Below is a single C5H6O molecule, with properties calculated with ωB97M-V with the def2-TZVPD basis set.

```
12
Properties=species:S:1:pos:R:3:forces:R:3
C 1.254 0.010 1.258 0.071 -0.049 0.075
C 0.542 1.127 0.483 -0.007 0.010 -0.028
C -0.536 0.521 -0.299 -0.318 -0.340 -0.250
C -1.320 -0.176 -0.899 0.366 0.260 0.267
C -2.202 -1.122 -1.553 0.059 -0.297 -0.054
O -1.878 -2.268 -1.771 -0.179 0.467 0.043
H 0.567 -0.439 1.982 0.142 0.054 -0.084
H 1.569 -0.775 0.565 -0.006 0.112 0.132
H 2.133 0.385 1.788 -0.132 0.006 -0.047
H 1.241 1.625 -0.200 -0.121 -0.055 0.070
H 0.152 1.897 1.159 0.027 -0.140 -0.134
H -3.202 -0.745 -1.833 0.098 -0.028 0.009
```
Forces are in eV/Å.

Its multiplicity is 1. The HOMO energy is -10.3 eV. As for the SMILES: CCC#CC=O. The energy above the lowest of the compared OMol25 structures with the same formula, charge and spin comes out at 1.819 eV. The calculation puts the strongest force on any atom at 0.5 eV Å⁻¹.

Results of the Mulliken charge analysis, in e, for atoms 1 through 5: atom 1 (C): -1.120, atom 2 (C): -0.445, atom 3 (C): 0.218, atom 4 (C): 0.291, atom 5 (C): -0.304


| no. | frontier orbital gap (eV) |
| --- | --- |
| 1 | 10.13 |
| 2 | 9.82 |
| 3 | 10.48 |
| 4 | 9.52 |
| 5 | 11.09 |
| 6 | 10.65 |